Density functional theory data (the ωB97M-V functional and the def2-TZVPD basis) for a 7-piece molecular cluster, C19H45BFI2N2O9PS overall in a non-equilibrium geometry.

Geometry as XYZ:
```
81
Properties=species:S:1:pos:R:3:forces:R:3
H -5.014 1.003 -1.415 -0.0800 0.1399 0.4952
N -4.881 1.168 -0.403 2.7301 -2.7288 0.8740
C -3.946 0.316 -0.010 -0.8732 1.2240 -0.4598
C -3.449 0.252 1.485 -0.2066 -0.5916 1.8726
C -1.858 0.588 1.670 0.9799 1.6239 -2.3176
C -1.412 1.598 2.829 -1.2397 -0.8553 2.8504
I -0.048 3.240 2.264 -0.9986 -1.1357 0.4707
C -1.816 1.567 4.181 1.1827 1.4001 -2.1199
C -1.324 2.663 5.261 -0.4287 -0.9458 0.1378
I -3.146 0.012 4.908 0.9437 0.8978 -0.3113
O -1.656 1.433 0.465 1.4040 -0.7742 -1.9447
C -0.737 0.958 -0.537 -0.5436 0.9671 -1.3433
O -0.744 1.446 -1.688 -0.0305 -1.7460 4.6797
C 0.145 -0.240 0.086 -0.9576 1.3441 0.3793
B 0.438 -1.470 -0.976 -0.0115 -0.9198 -0.5104
O 0.832 -2.756 -0.396 0.9921 2.5236 -0.5473
N 0.352 -1.308 -2.463 -0.0599 -2.5242 1.1213
C -1.102 -1.491 -2.886 -0.2572 1.1591 -0.3224
C 1.148 -2.429 -3.079 1.0663 -0.8429 -0.2201
C 1.640 0.239 0.437 1.0125 0.4254 -1.4121
C 2.138 1.488 -0.470 0.6693 -0.1993 0.8597
F 1.875 0.513 1.833 -0.6175 -0.4006 -1.6337
C -0.859 -0.641 1.287 -1.0854 -0.5568 -0.5834
P -0.213 -1.760 2.666 0.5408 -1.1621 -0.8141
S -1.058 -3.513 2.587 -0.3315 0.1832 0.2498
H -3.438 -0.409 -0.754 -0.8150 1.0336 1.1606
H -3.579 -0.803 1.954 0.0044 1.5487 -1.1096
H -4.077 0.937 2.182 1.1078 -0.9123 -1.5475
H -1.360 3.728 4.849 0.1422 -1.6599 0.3717
H -0.255 2.360 5.543 -1.4754 0.6839 -0.3584
H -1.974 2.643 6.214 0.9981 -0.1914 -1.6184
H 1.804 -2.728 -0.200 -1.1143 -0.3744 -0.0013
H -1.251 -2.438 -3.516 0.2910 1.1543 1.3144
H -1.412 -0.614 -3.569 0.2951 -1.2537 1.3535
H -1.710 -1.521 -1.915 0.1672 -0.0062 -1.7868
H 1.285 -2.320 -4.211 -0.4088 0.1187 1.5770
H 2.213 -2.475 -2.635 -1.6349 0.2489 -0.7580
H 0.671 -3.457 -2.869 0.6259 1.4652 -0.3946
H 2.348 -0.628 0.150 -0.9477 1.2546 0.8432
H 3.245 1.691 -0.214 -1.7160 -0.4011 -0.2358
H 2.119 1.229 -1.584 -0.3829 0.3143 1.6362
H 1.557 2.442 -0.223 0.6849 -1.5176 -0.5860
H -1.598 -1.337 0.733 1.1543 0.6576 1.2014
H 1.193 -1.975 2.374 -0.8187 0.8160 0.3108
H -0.254 -1.186 3.976 0.1033 0.3715 -0.7933
C 3.060 -1.876 5.007 -0.0589 0.1678 -0.3116
O 3.939 -1.086 4.220 0.0210 0.0963 -0.1404
H 3.621 -2.308 5.836 0.0041 0.0829 -0.1203
H 2.257 -1.249 5.402 -0.1079 -0.1690 0.1581
H 2.642 -2.681 4.396 -0.1180 -0.1377 0.2126
H 3.419 -0.716 3.495 0.1900 0.0064 0.1412
C 4.570 -1.098 -5.059 -0.0481 -0.2291 -0.1024
O 4.518 -2.149 -4.104 -0.0366 -0.1929 0.1146
H 4.757 -0.159 -4.538 -0.0205 -0.1493 0.0277
H 5.379 -1.285 -5.769 -0.0365 0.2093 -0.0940
H 3.616 -1.033 -5.589 0.0622 0.2044 -0.1104
H 4.352 -2.967 -4.590 0.0719 0.1488 0.1907
C -4.427 -0.614 -4.077 -0.0803 -0.2388 -0.1410
O -4.486 -1.661 -3.119 0.0449 -0.1651 0.1549
H -4.229 0.327 -3.561 0.0313 -0.1143 0.0031
H -3.621 -0.813 -4.789 -0.0331 0.2485 -0.1101
H -5.381 -0.542 -4.605 0.0771 0.1975 -0.1017
H -4.661 -2.478 -3.602 0.0170 0.1382 0.2306
C 3.047 -5.961 -1.131 -0.2149 0.1346 0.0315
O 2.637 -5.122 -0.063 -0.1329 0.2705 0.0242
H 4.041 -6.351 -0.911 -0.1012 0.0874 0.0480
H 2.348 -6.795 -1.235 0.1266 -0.0915 -0.1564
H 3.082 -5.386 -2.061 0.0892 -0.1736 -0.1407
H 1.754 -4.791 -0.284 0.1156 -0.1620 0.1860
C -3.781 4.418 -0.679 0.0948 -0.2846 -0.0683
O -2.872 3.974 -1.676 0.0564 -0.0848 -0.0728
H -4.200 5.377 -0.986 0.1248 -0.0646 -0.0502
H -4.587 3.690 -0.566 -0.0770 0.1597 0.2172
H -3.253 4.542 0.271 -0.1735 0.0806 0.1454
H -2.515 3.124 -1.381 0.0552 0.1620 -0.1500
C 2.548 6.448 2.238 -0.1646 -0.2299 -0.0545
O 2.058 6.240 0.922 -0.0457 -0.0714 -0.1044
H 3.169 7.344 2.244 -0.0860 -0.0846 -0.0972
H 1.709 6.586 2.927 0.1389 0.0563 0.1878
H 3.149 5.590 2.549 0.0710 0.1030 0.2107
H 1.512 5.443 0.943 0.0828 0.2330 -0.1869
```
Forces are in eV/Å.

Total charge = 0
SMILES string = [H]/N=C/C[C@]1(/C(I)=C(/C)I)OC(=O)[C@@](B(O)N(C)C)([C@@H](C)F)[C@H]1[PH2]=S.CO.CO.CO.CO.CO.CO
Orbital gap = 0.294 Ha
F_max = 4.99 eV/A
Spin multiplicity = 1
HOMO = -8.78 eV
Total energy = -81553.6402 eV